{
  "formula": "C70H66Br2ClF3IN2O21",
  "method": "ωB97M-V/def2-TZVPD",
  "elements": ["C", "C", "C", "O", "O", "C", "C", "C", "C", "C", "C", "C", "C", "O", "C", "C", "O", "C", "C", "C", "C", "Cl", "N", "I", "C", "C", "O", "Br", "C", "C", "C", "C", "Br", "C", "C", "C", "F", "N", "C", "O", "F", "C", "O", "F", "H", "H", "H", "H", "H", "H", "H", "H", "H", "H", "H", "H", "H", "H", "H", "H", "H", "H", "H", "H", "H", "H", "H", "H", "H", "H", "H", "H", "H", "H", "H", "H", "H", "H", "H", "H", "H", "H", "C", "C", "C", "O", "C", "C", "C", "O", "H", "H", "H", "H", "C", "C", "C", "O", "C", "C", "C", "O", "H", "H", "H", "H", "C", "C", "C", "O", "C", "C", "C", "O", "H", "H", "H", "H", "C", "C", "C", "O", "C", "C", "C", "O", "H", "H", "H", "H", "C", "C", "C", "O", "C", "C", "C", "O", "H", "H", "H", "H", "C", "C", "C", "O", "C", "C", "C", "O", "H", "H", "H", "H", "C", "C", "C", "O", "C", "C", "C", "O", "H", "H", "H", "H"],
  "coordinates": [[-1.426, 2.051, -6.965], [-0.669, 3.093, -6.600], [0.269, 3.719, -7.582], [0.638, 3.129, -8.561], [0.600, 5.013, -7.385], [1.115, 5.319, -6.079], [2.585, 4.945, -5.965], [3.118, 5.283, -4.563], [3.407, 4.046, -3.708], [2.221, 3.079, -3.683], [2.429, 1.949, -2.661], [1.513, 0.701, -2.791], [0.115, 1.295, -2.996], [-0.991, 0.405, -2.813], [-2.013, 0.911, -2.031], [-3.145, 1.587, -2.748], [-2.001, 0.772, -0.849], [2.068, -0.248, -3.904], [1.749, 0.024, -5.386], [2.942, 0.139, -6.340], [2.418, 0.449, -7.764], [4.092, 1.416, -5.864], [1.962, -1.662, -3.370], [3.190, -2.908, -4.620], [0.552, -2.128, -3.701], [0.028, -3.450, -3.159], [0.440, -4.507, -3.486], [-1.518, -3.341, -1.999], [2.443, -1.584, -1.888], [3.947, -1.463, -1.919], [4.803, -1.823, -0.937], [2.017, -2.764, -0.976], [2.199, -2.385, 0.937], [2.683, -4.135, -1.223], [1.722, -5.321, -0.989], [1.762, -0.202, -1.506], [0.491, -0.675, -1.144], [2.151, 0.476, -0.278], [1.118, 1.030, 0.536], [0.671, 0.585, 1.513], [0.737, 2.221, 0.067], [3.439, 0.666, 0.215], [3.735, 0.612, 1.352], [4.341, 1.022, -0.706], [-1.077, 1.339, -7.705], [-2.425, 1.901, -6.571], [-0.742, 3.471, -5.588], [0.999, 6.385, -5.932], [0.531, 4.849, -5.289], [2.714, 3.892, -6.222], [3.114, 5.520, -6.726], [2.416, 5.954, -4.063], [4.051, 5.833, -4.679], [4.326, 3.546, -4.017], [3.563, 4.375, -2.675], [1.988, 2.756, -4.695], [1.373, 3.685, -3.345], [3.481, 1.666, -2.672], [2.247, 2.428, -1.703], [0.006, 2.155, -2.333], [0.024, 1.696, -4.007], [-2.989, 1.660, -3.821], [-4.014, 0.942, -2.597], [-3.373, 2.537, -2.274], [3.115, 0.058, -3.877], [1.246, 0.993, -5.414], [1.042, -0.654, -5.863], [3.515, -0.775, -6.419], [2.515, 1.515, -7.951], [1.362, 0.203, -7.864], [2.992, -0.105, -8.501], [0.556, -2.354, -4.766], [-0.192, -1.346, -3.566], [4.418, -0.911, -2.731], [4.866, -2.805, -0.489], [5.566, -1.126, -0.603], [0.949, -2.938, -1.011], [3.456, -4.256, -0.469], [3.188, -4.235, -2.180], [1.972, -5.861, -0.080], [0.685, -5.001, -0.890], [1.750, -6.011, -1.826], [0.034, -0.079, 4.423], [0.729, 0.485, 5.410], [0.287, 0.342, 6.821], [0.921, 0.850, 7.729], [-0.948, -0.435, 7.094], [-1.635, -0.992, 6.103], [-1.190, -0.862, 4.699], [-1.809, -1.385, 3.792], [0.312, -0.003, 3.378], [1.634, 1.070, 5.238], [-1.254, -0.522, 8.129], [-2.541, -1.562, 6.274], [4.791, 3.859, 5.665], [5.491, 4.407, 6.654], [5.064, 4.264, 8.071], [5.703, 4.764, 8.969], [3.829, 3.484, 8.337], [3.125, 2.934, 7.350], [3.558, 3.082, 5.939], [2.922, 2.579, 5.030], [5.081, 3.950, 4.626], [6.394, 4.978, 6.481], [3.541, 3.390, 9.377], [2.218, 2.354, 7.521], [0.372, -9.179, -5.189], [1.005, -8.661, -4.141], [0.497, -8.856, -2.760], [1.074, -8.379, -1.805], [-0.742, -9.653, -2.592], [-1.377, -10.173, -3.639], [-0.871, -9.978, -5.021], [-1.444, -10.449, -5.977], [0.724, -9.050, -6.205], [1.912, -8.078, -4.239], [-1.093, -9.783, -1.576], [-2.283, -10.757, -3.539], [-4.507, -4.287, 8.847], [-5.084, -5.289, 8.189], [-4.342, -6.070, 7.168], [-4.866, -6.980, 6.564], [-2.928, -5.693, 6.912], [-2.351, -4.692, 7.570], [-3.095, -3.909, 8.589], [-2.570, -2.989, 9.178], [-5.030, -3.701, 9.591], [-6.112, -5.580, 8.359], [-2.405, -6.276, 6.165], [-1.323, -4.397, 7.397], [-1.946, 4.381, 11.597], [-2.455, 3.291, 11.031], [-1.662, 2.482, 10.072], [-2.128, 1.490, 9.552], [-0.279, 2.930, 9.768], [0.227, 4.023, 10.335], [-0.564, 4.835, 11.294], [-0.102, 5.828, 11.810], [-2.505, 4.988, 12.299], [-3.459, 2.942, 11.237], [0.273, 2.315, 9.065], [1.230, 4.375, 10.129], [-4.382, -3.362, 1.585], [-4.363, -3.153, 2.898], [-5.486, -3.598, 3.762], [-5.470, -3.411, 4.960], [-6.629, -4.283, 3.102], [-6.644, -4.488, 1.788], [-5.519, -4.044, 0.925], [-5.528, -4.233, -0.274], [-3.572, -3.045, 0.941], [-3.535, -2.658, 3.386], [-7.436, -4.600, 3.750], [-7.465, -4.985, 1.287], [-2.633, 6.722, -6.921], [-3.891, 6.882, -7.326], [-4.957, 7.302, -6.379], [-6.101, 7.445, -6.744], [-4.564, 7.538, -4.965], [-3.306, 7.378, -4.562], [-2.246, 6.958, -5.509], [-1.095, 6.809, -5.146], [-1.838, 6.417, -7.591], [-4.197, 6.718, -8.351], [-5.356, 7.845, -4.293], [-2.998, 7.544, -3.538]],
  "lowdin_charge": [0.07, -0.07, -0.50, 0.12, 0.02, -0.20, -0.16, -0.17, -0.20, -0.22, -0.12, -0.20, -0.09, -0.07, -0.50, 0.04, 0.17, -0.26, -0.18, -0.72, -0.09, 0.74, -0.32, 1.37, -0.19, -0.80, 0.03, 0.87, -0.30, -0.19, 0.07, -0.57, 0.95, -0.29, -0.08, -0.23, 0.03, 0.12, -0.45, 0.23, 0.17, -0.53, 0.21, 0.13, 0.07, 0.07, 0.09, 0.12, 0.09, 0.08, 0.13, 0.12, 0.11, 0.09, 0.12, 0.06, 0.12, 0.11, 0.12, 0.14, 0.11, 0.07, 0.10, 0.10, 0.09, 0.10, 0.12, 0.01, 0.05, 0.07, 0.09, 0.09, 0.11, 0.09, 0.07, 0.09, 0.01, 0.07, 0.04, 0.09, 0.05, 0.05, 0.04, 0.05, -0.33, 0.05, 0.04, 0.03, -0.36, 0.09, 0.08, 0.09, 0.11, 0.12, 0.02, 0.03, -0.38, 0.12, 0.03, 0.03, -0.36, 0.07, 0.12, 0.12, 0.12, 0.09, 0.02, 0.02, -0.38, 0.09, 0.02, 0.03, -0.38, 0.12, 0.12, 0.12, 0.12, 0.13, 0.02, 0.02, -0.39, 0.10, 0.02, 0.01, -0.39, 0.10, 0.12, 0.12, 0.12, 0.12, 0.02, 0.02, -0.37, 0.10, 0.03, 0.03, -0.39, 0.11, 0.12, 0.12, 0.09, 0.11, 0.02, 0.03, -0.37, 0.10, 0.03, 0.02, -0.39, 0.09, 0.11, 0.09, 0.12, 0.12, 0.03, 0.03, -0.38, 0.12, 0.03, 0.02, -0.37, 0.08, 0.12, 0.13, 0.13, 0.12],
  "energy_ha": -10601.4085,
  "homo_energy_ha": -0.4072,
  "total_charge": 1,
  "orbital_gap_ha": 0.2069
}